# C37H60BN6V

C37H60BN6V as an isolated structure (the ωB97M-V functional and the def2-TZVPD basis, the OMol25 dataset).

Last column: Löwdin charge in e.
Cartesian coordinates (Å):
V: 0.46747 0.50106 -1.22363  0.841
C: -0.69736 2.80861 -2.65522  -0.061
C: -1.43411 3.53233 -1.53522  -0.328
C: -0.83132 4.89862 -1.20213  -0.041
C: -1.61650 2.63710 -0.34162  -0.254
C: -2.52607 2.79152 0.69811  0.027
C: -2.43398 1.64791 1.47673  -0.155
C: -3.17038 1.50417 2.79862  -0.330
C: -4.54703 2.16765 2.67140  -0.063
C: -3.34764 0.12918 3.43074  -0.060
N: -1.51987 0.83341 0.88044  0.083
N: -0.98870 1.47362 -0.20431  -0.007
B: -1.25427 -0.71174 0.87549  -0.430
N: 0.27713 -1.02188 1.10817  0.074
N: 1.01327 -1.03383 -0.03958  -0.010
C: 2.01715 -1.88651 0.11568  -0.236
C: 2.00339 -2.36968 1.42724  0.056
C: 0.89702 -1.80276 2.02835  -0.182
C: 0.53051 -1.90112 3.48408  -0.333
C: 0.27675 -0.51104 4.07553  -0.041
C: -0.59852 -2.87999 3.80601  -0.046
C: 2.88286 -2.28840 -1.03988  -0.343
C: 2.97996 -3.81418 -1.10900  -0.041
C: 2.33106 -1.72276 -2.33823  -0.068
N: -1.65796 -1.25996 -0.56483  0.087
N: -1.06913 -0.72197 -1.69595  -0.001
C: -1.61594 -1.30745 -2.76238  -0.242
C: -2.54242 -2.25158 -2.33691  0.033
C: -2.55908 -2.19563 -0.95754  -0.175
C: -3.53204 -3.01498 -0.14781  -0.344
C: -4.84016 -2.23658 0.03120  -0.042
C: -3.05055 -3.61536 1.16845  -0.060
C: -1.38351 -0.95074 -4.21014  -0.344
C: -0.08487 -0.22614 -4.54792  -0.054
C: -2.59155 -0.15817 -4.72742  -0.047
H: -0.47606 3.47544 -3.48882  0.108
H: -1.29991 1.98363 -3.03025  0.057
H: 0.28264 2.42179 -2.32448  0.037
H: -2.44960 3.71603 -1.90291  0.151
H: 0.21952 4.82792 -0.92768  0.060
H: -1.35926 5.36657 -0.37223  0.087
H: -0.90829 5.55935 -2.06587  0.088
H: -3.16216 3.64127 0.86191  0.118
H: -2.58650 2.10570 3.50659  0.148
H: -5.12721 1.69697 1.87667  0.093
H: -4.47848 3.23219 2.45868  0.070
H: -5.09580 2.05510 3.60501  0.084
H: -3.89836 -0.54437 2.77931  0.072
H: -3.92769 0.25038 4.34604  0.090
H: -2.40895 -0.33746 3.70238  0.040
H: -1.89442 -1.24796 1.69241  0.090
H: 2.71082 -3.03606 1.88899  0.123
H: 1.43248 -2.30030 3.95736  0.138
H: -0.43203 0.05560 3.47248  0.055
H: 1.20107 0.06457 4.12471  0.072
H: -0.12137 -0.59463 5.08665  0.091
H: -1.56802 -2.48602 3.51637  0.047
H: -0.62053 -3.06606 4.87931  0.087
H: -0.45100 -3.83403 3.30053  0.086
H: 3.88752 -1.89834 -0.89446  0.109
H: 1.98726 -4.26476 -1.14535  0.094
H: 3.50336 -4.21575 -0.24287  0.081
H: 3.52866 -4.11797 -2.00036  0.085
H: 1.31944 -2.09388 -2.51288  0.083
H: 2.95309 -2.00158 -3.18956  0.102
H: 2.32183 -0.62089 -2.31881  0.049
H: -3.14425 -2.89419 -2.95501  0.127
H: -3.74996 -3.85861 -0.80938  0.136
H: -4.67000 -1.32702 0.60557  0.069
H: -5.57182 -2.84448 0.56352  0.087
H: -5.26463 -1.95108 -0.93043  0.083
H: -3.17319 -2.92099 1.99218  0.050
H: -2.00465 -3.91746 1.12174  0.084
H: -3.64734 -4.49802 1.39837  0.089
H: -1.36876 -1.90487 -4.74678  0.144
H: -0.04119 0.76937 -4.10636  0.046
H: -0.01959 -0.08957 -5.62741  0.093
H: 0.79335 -0.78711 -4.24452  0.054
H: -2.70541 0.77853 -4.17922  0.073
H: -3.51430 -0.72352 -4.60964  0.082
H: -2.46737 0.07804 -5.78396  0.085
C: 5.97767 -0.51363 0.21411  -0.075
C: 5.20290 0.43947 -0.69527  -0.384
C: 6.10435 1.63418 -1.04168  -0.053
C: 3.91429 0.96776 -0.09298  -0.209
C: 3.66902 0.92592 1.26888  -0.006
C: 2.64442 1.67409 1.83747  -0.015
C: 1.86514 2.53477 1.08144  -0.252
C: 0.93981 3.50346 1.75895  -0.014
C: 2.05047 2.52321 -0.31053  -0.089
C: 3.02975 1.71182 -0.88854  -0.074
H: 6.79044 -0.97901 -0.34261  0.088
H: 5.35779 -1.30245 0.63956  0.069
H: 6.42776 0.03283 1.04415  0.088
H: 4.95940 -0.06051 -1.63950  0.129
H: 6.29661 2.23163 -0.14941  0.093
H: 5.64565 2.28187 -1.78840  0.076
H: 7.06037 1.28798 -1.43421  0.085
H: 4.30749 0.34197 1.91664  0.116
H: 2.50822 1.65130 2.91125  0.110
H: -0.10673 3.29307 1.54298  0.058
H: 1.14688 4.52409 1.43398  0.091
H: 1.07428 3.46391 2.83851  0.086
H: 1.56346 3.27217 -0.92036  0.092
H: 3.25402 1.81595 -1.94846  0.124

Computed properties:
spin multiplicity = 4
ΔE to the lowest compared entry with this formula, charge and spin = 101.32 kJ/mol
total energy = -74646.885 eV
HOMO-LUMO gap (alpha / beta) = 8.6 / 9.1 eV
E_HOMO (alpha / beta) = -10.47 / -11.29 eV
net charge = +1